DFT (wB97M-V/def2-TZVPD) results for a 2-piece molecular cluster, C2H2OS overall at a distorted geometry.

Last columns: bonded neighbours and bond lengths (Å).
Cartesian coordinates (Å):
1 C 1.210 -0.422 -0.350  C2 1.217, H3 1.027
2 C 0.734 0.697 -0.311  C1 1.217, H4 1.087
3 H 1.451 -1.418 -0.415  C1 1.027
4 H 0.566 1.709 0.049  C2 1.087
5 O -1.640 -0.726 0.988  S6 1.465
6 S -2.321 0.159 0.040  O5 1.465

- Electronic energy: -550.6749 a.u.
- Highest occupied orbital energy (alpha / beta): -9.13 / -9.10 eV
- Orbital gap (alpha / beta): 7.7 / 7.7 eV